# 1
Below is a molecular structure, C8H17ClFeINOP in a non-equilibrium geometry, with properties calculated with ωB97M-V/def2-TZVPD.

Cartesian coordinates (Å):
I 2.489 0.937 1.258
Fe -2.208 0.476 -0.393
Cl -4.055 -0.486 -0.895
P -0.715 0.193 -1.893
O 4.331 -0.459 -0.705
N -1.429 0.352 1.306
C 0.364 0.392 4.343
C 0.910 0.779 -2.453
C -0.859 -0.331 3.742
C 2.352 -1.476 0.374
C -1.216 -1.056 -3.135
C -1.802 1.650 -2.201
C -1.124 0.050 2.386
C 3.376 -0.487 0.009
H 0.418 0.230 5.425
H -2.223 -1.404 -2.868
H -0.517 -1.899 -3.063
H 1.317 -1.183 0.138
H 1.091 1.782 -2.047
H -1.160 2.537 -2.190
H 2.437 -1.810 1.419
H -1.204 -0.618 -4.140
H 2.538 -2.378 -0.237
H -2.230 1.512 -3.199
H 0.303 1.471 4.168
H 0.921 0.820 -3.552
H 1.290 0.018 3.890
H -0.701 -1.422 3.757
H 1.708 0.112 -2.101
H -2.645 1.806 -1.483
H -1.758 -0.107 4.339

Force components x, y, z for each atom (eV/Å):
I -0.227 2.936 1.382
Fe -2.577 -0.940 1.414
Cl 0.031 -0.067 0.127
P 1.528 -0.918 -2.269
O -2.885 0.210 2.278
N 1.461 -0.453 3.625
C 0.108 0.192 -0.124
C 0.179 0.189 0.035
C 0.324 -0.307 1.077
C -0.573 -2.481 -0.473
C -0.038 0.145 0.338
C 0.652 0.682 -1.106
C -1.004 0.562 -1.952
C 3.524 -1.043 -3.115
H -0.062 -0.068 -0.310
H 0.286 0.046 -0.217
H -0.188 0.166 -0.153
H 0.261 0.144 0.041
H 0.041 -0.192 -0.145
H -0.444 0.030 0.053
H 0.074 0.159 -0.203
H 0.025 -0.190 0.172
H 0.030 0.088 0.047
H -0.218 0.221 0.290
H -0.016 -0.153 0.103
H 0.141 0.021 0.326
H -0.138 0.014 0.209
H -0.200 0.264 0.035
H -0.153 0.079 -0.279
H -0.095 0.782 -0.931
H 0.153 -0.122 -0.276

Values from the calculation:
- LUMO energy (alpha / beta) (Eh) = -0.2798 / -0.4388
- calculated total energy (Eh) = -2807.24955
- F_max (eV Å⁻¹) = 4.82
- energy relative to the best compared isomer or geometry (same formula, charge and spin) (kJ/mol) = 22.5
- net charge = +2
- spin multiplicity = 6
- highest occupied orbital energy (alpha / beta) (Eh) = -0.5650 / -0.5871


# 2
Below is C2H3N3O in the gas phase in a non-equilibrium geometry, with properties calculated with ωB97M-V/def2-TZVPD.

Cartesian coordinates (Å):
O -0.071 0.734 1.225
N 0.461 -0.487 -0.637
N 2.003 0.474 0.850
N -1.775 -0.046 -0.096
C 1.610 -0.142 -0.094
C -0.465 0.080 0.204
H 2.641 -0.412 -0.503
H -2.014 -0.738 -0.786
H -2.443 0.145 0.628

Force components x, y, z for each atom (eV/Å):
O 0.524 -0.535 -0.821
N -0.708 -0.038 -0.087
N -0.347 2.850 4.366
N 0.174 -0.202 -0.030
C -0.198 -2.708 -4.190
C 1.106 0.552 0.823
H -0.596 -0.080 -0.104
H 0.030 0.074 0.010
H 0.016 0.087 0.033

Values from the calculation:
- LUMO energy (Eh) = -0.0483
- calculated total energy (Eh) = -317.42678
- F_max (eV Å⁻¹) = 5.23
- energy relative to the best compared isomer or geometry (same formula, charge and spin) (kJ/mol) = 277.1
- highest occupied orbital energy (Eh) = -0.3643


# 3
Below is a gas-phase ion, C15H20N (charge +1) in a non-equilibrium geometry, with properties calculated with ωB97M-V/def2-TZVPD.

Cartesian coordinates (Å):
N -1.033 -0.942 0.687
C 2.385 -1.262 -0.772
C 0.174 -1.613 -3.857
C 0.953 -1.092 -0.462
C -0.353 1.346 3.666
C 0.407 -0.977 0.963
C 0.915 0.243 1.706
C -0.518 3.164 1.958
C -0.777 2.611 3.180
C 0.257 2.612 0.914
C 0.275 0.316 3.057
C 0.085 -0.509 -2.805
C -2.677 -0.962 -1.140
C -1.304 -0.934 -0.614
C 0.862 1.414 0.794
C -0.069 -0.895 -1.360
H 0.415 3.294 0.075
H -1.370 3.193 3.889
H -0.934 4.149 1.744
H -0.569 1.189 4.728
H 1.996 0.058 1.892
H -2.676 -0.514 -2.136
H 1.456 1.268 -0.118
H -1.732 -0.973 1.429
H -3.066 -1.988 -1.226
H 0.329 -1.155 -4.838
H 0.643 -1.866 1.565
H -3.353 -0.395 -0.489
H 2.938 -0.313 -0.897
H 0.993 0.109 -2.890
H -0.750 -2.196 -3.903
H 1.013 -2.288 -3.663
H -0.753 0.154 -3.061
H 0.468 -0.586 3.660
H 2.496 -1.831 -1.707
H 2.876 -1.831 0.034

Force components x, y, z for each atom (eV/Å):
N -0.189 -0.118 -0.368
C 0.658 -0.348 -0.026
C -0.077 -0.099 -0.008
C -1.238 0.554 0.191
C 0.584 -1.828 0.557
C -0.181 -1.564 -1.447
C 0.604 0.376 0.250
C -1.249 0.184 2.196
C -0.223 1.804 -1.411
C 1.160 -0.956 -1.438
C -0.097 0.492 0.805
C -0.005 0.187 -0.211
C -0.437 0.277 -0.214
C 0.740 0.151 1.368
C -0.126 1.324 -0.370
C 0.829 -0.287 0.516
H 0.002 -0.198 0.111
H 0.184 -0.085 -0.317
H 0.074 -0.228 0.228
H -0.101 -0.129 -0.376
H -0.361 -0.236 -0.143
H -0.163 -0.099 0.100
H -0.240 0.226 0.371
H 0.238 0.094 -0.362
H 0.281 0.231 0.057
H -0.023 -0.127 0.146
H -0.191 0.005 -0.191
H 0.096 -0.141 -0.144
H -0.333 -0.250 0.104
H -0.269 -0.105 0.146
H 0.132 -0.039 0.020
H -0.153 0.022 -0.022
H 0.197 -0.061 0.036
H -0.082 0.486 -0.139
H 0.024 0.241 0.308
H -0.063 0.244 -0.323

Values from the calculation:
- LUMO energy (Eh) = -0.1523
- calculated total energy (Eh) = -638.04360
- F_max (eV Å⁻¹) = 2.53
- energy relative to the best compared isomer or geometry (same formula, charge and spin) (kJ/mol) = 38.6
- net charge = +1
- SMILES string = CCC1=C(C)[C@@H](C2C=CC=CC=C2)[NH+]=C1C
- highest occupied orbital energy (Eh) = -0.4102


# 4
Below is 2 unconnected molecules or ions with the total composition C2H9N3O in a non-equilibrium geometry, with properties calculated with ωB97M-V/def2-TZVPD.

Cartesian coordinates (Å):
O 0.673 1.396 -1.513
N 0.041 1.225 -0.459
N -1.058 -0.652 -1.536
N 1.057 -0.248 0.425
C -1.221 0.481 -0.643
C 0.955 -0.306 1.865
H -0.077 -0.509 2.143
H 0.694 -1.068 -0.049
H 1.989 -0.020 0.098
H 1.242 0.661 2.275
H -1.930 1.245 -1.009
H -1.561 0.145 0.340
H -1.944 -0.933 -1.941
H -0.454 -0.335 -2.296
H 1.593 -1.082 2.301

Force components x, y, z for each atom (eV/Å):
O -0.666 -0.344 0.365
N 0.390 1.610 -0.599
N 0.122 0.072 -0.206
N 0.209 -0.851 0.211
C -0.358 -0.463 -0.190
C 0.182 -0.142 0.153
H -0.031 0.006 0.049
H 0.160 -0.035 -0.015
H -0.171 0.023 -0.076
H -0.040 0.024 0.061
H 0.249 -0.065 0.103
H 0.091 0.119 -0.047
H 0.096 0.005 0.040
H -0.151 -0.025 0.059
H -0.081 0.065 0.093

Values from the calculation:
- LUMO energy (Eh) = 0.0369
- calculated total energy (Eh) = -320.98721
- F_max (eV Å⁻¹) = 1.76
- energy relative to the best compared isomer or geometry (same formula, charge and spin) (kJ/mol) = 379.5
- SMILES string = NCN=O.CN
- highest occupied orbital energy (Eh) = -0.2897


# 5
Below is 2 unconnected molecules or ions with the total composition C4H3BrO in a non-equilibrium geometry, with properties calculated with ωB97M-V/def2-TZVPD.

Cartesian coordinates (Å):
Br 2.409 0.249 0.339
O 0.537 -1.361 -1.070
C 0.785 -0.534 -0.067
C -0.941 1.639 -0.369
C -1.486 2.677 -0.141
C 0.161 -1.793 0.216
H 0.938 -2.524 0.427
H -1.548 3.618 0.274
H -0.856 -1.971 0.391

Force components x, y, z for each atom (eV/Å):
Br -0.512 0.062 -0.132
O 0.589 2.174 -1.716
C -1.249 1.317 -1.355
C 2.091 -3.734 -0.079
C 0.143 0.321 0.269
C 1.681 -1.255 1.127
H -0.758 -0.524 1.176
H -0.744 1.572 0.300
H -1.241 0.068 0.412

Values from the calculation:
- LUMO energy (Eh) = -0.0798
- calculated total energy (Eh) = -2803.15459
- F_max (eV Å⁻¹) = 4.28
- energy relative to the best compared isomer or geometry (same formula, charge and spin) (kJ/mol) = 692.8
- highest occupied orbital energy (Eh) = -0.3343


# 6
Below is a gas-phase ion, C3H11NP (charge +1) in a non-equilibrium geometry, with properties calculated with ωB97M-V/def2-TZVPD.

Cartesian coordinates (Å):
P 1.999 -1.198 0.417
N -0.461 0.034 0.190
C -1.377 1.183 0.266
C 0.994 0.379 0.315
C -0.616 -0.838 -1.223
H 1.565 -1.484 1.652
H 3.138 -0.615 0.818
H -0.344 -1.911 -0.912
H -2.464 0.890 0.413
H -1.361 1.801 -0.621
H 1.311 0.608 -0.736
H -1.671 -0.714 -1.718
H 1.239 1.122 1.076
H 0.216 -0.409 -1.893
H -1.014 -0.621 0.858
H -1.155 1.773 1.099

Force components x, y, z for each atom (eV/Å):
P -0.923 -0.765 -1.508
N -2.586 -2.372 -1.415
C -2.214 0.157 -1.171
C 0.586 -1.124 -1.083
C 0.307 0.479 0.318
H -0.392 -0.627 1.846
H 1.428 0.869 0.516
H -0.680 1.709 -0.735
H 1.412 -0.213 -0.326
H 0.359 0.055 -0.274
H -0.532 1.091 1.144
H 2.052 -0.183 1.378
H -0.478 -0.005 -0.262
H -1.575 -0.790 0.903
H 2.545 0.849 -0.634
H 0.691 0.871 1.303

Values from the calculation:
- LUMO energy (Eh) = -0.1208
- calculated total energy (Eh) = -516.67370
- F_max (eV Å⁻¹) = 3.78
- energy relative to the best compared isomer or geometry (same formula, charge and spin) (kJ/mol) = 370.3
- net charge = +1
- SMILES string = C[NH+](C)CP
- highest occupied orbital energy (Eh) = -0.5156


Which of these has the lowest calculated total energy?
C8H17ClFeINOP